Record 1
Molecular formula: C33H58NbO15S
Method: DFT, wB97M-V/def2-TZVPD

Structure (XYZ):
```
108
Properties=species:S:1:pos:R:3:lowdin_charge:R:1
C -0.91036 -0.04542 0.29825 -0.0896
C -1.05764 -1.13218 -0.76962 -0.2291
C 0.09941 -2.11188 -0.74497 -0.4004
O 1.20083 -1.53073 -1.40854 -0.4844
Nb 3.09450 -2.11775 -0.84595 1.1549
S 2.84914 -1.34867 1.55378 0.0758
C 3.88440 -0.03188 -1.39430 -0.4336
C 3.04093 0.61245 -2.52434 -0.2358
H -1.65229 -0.16057 1.07554 0.0596
H -1.10538 0.90280 -0.18877 0.0402
H 0.09089 -0.00701 0.70427 0.0477
H -1.01524 -0.66616 -1.74432 0.1006
H -2.01784 -1.61225 -0.63833 0.0698
H -0.18062 -3.04827 -1.22144 0.0988
H 0.32197 -2.34641 0.30049 0.0671
H 2.59428 -3.83928 -0.45403 -0.1593
H 4.76649 -2.66782 -0.38240 -0.1432
H 3.53619 -2.66750 -2.53742 -0.1151
H 2.65604 -2.51121 2.18765 -0.3075
H 4.93264 -0.03035 -1.66241 -0.0102
H 3.73672 0.58345 -0.50890 -0.0021
H 2.59249 -0.12488 -3.17467 0.0057
H 2.24691 1.19834 -2.08606 0.0454
H 3.66366 1.28320 -3.10685 0.0452
O -4.63053 -1.17099 -0.43756 0.1070
C -4.69800 -2.14697 0.25439 -0.4904
O -3.63270 -2.63818 0.92754 0.0137
C -3.99086 -3.85662 1.60971 -0.1355
C -5.50270 -3.76785 1.77441 -0.1395
C -5.91766 -3.00023 0.52325 -0.0665
H -3.67084 -4.70845 1.00589 0.1271
H -3.46577 -3.88235 2.56115 0.1258
H -5.98835 -4.73532 1.88515 0.1201
H -5.72819 -3.15069 2.64244 0.0816
H -6.09132 -3.65186 -0.33493 0.1304
H -6.78687 -2.36964 0.68952 0.1180
O -6.75537 -2.09774 4.24178 0.0946
C -6.52824 -1.00948 3.78983 -0.4969
O -7.22716 -0.49658 2.75428 0.0188
C -6.64204 0.75537 2.32875 -0.1389
C -5.86137 1.25977 3.53420 -0.1510
C -5.42495 -0.05001 4.18994 -0.0621
H -5.99774 0.55798 1.46963 0.1166
H -7.43983 1.42787 2.02460 0.1256
H -5.04086 1.92000 3.26077 0.0858
H -6.52645 1.80419 4.20700 0.1194
H -4.48397 -0.41647 3.77451 0.1330
H -5.34911 0.01322 5.27137 0.1235
O -4.58645 3.29879 1.72239 0.1094
C -4.13322 3.54024 0.63996 -0.4544
O -4.10917 4.80129 0.13591 0.0023
C -3.61492 4.77738 -1.22072 -0.1584
C -2.81216 3.48857 -1.32990 -0.1414
C -3.55816 2.56791 -0.36629 -0.0612
H -4.47086 4.79395 -1.89963 0.1272
H -3.01142 5.66559 -1.39409 0.1234
H -2.74682 3.10955 -2.34709 0.1219
H -1.79654 3.65273 -0.96742 0.1217
H -4.38097 2.04255 -0.85395 0.1378
H -2.89562 1.85849 0.11531 0.0981
O -8.57762 7.53178 -2.84035 0.1210
C -7.82172 7.65241 -1.92258 -0.4916
O -6.53823 7.22392 -1.96754 0.0235
C -5.90326 7.41196 -0.68644 -0.1572
C -6.71250 8.50280 0.00205 -0.1503
C -8.11171 8.25536 -0.55986 -0.0760
H -5.93066 6.46823 -0.14259 0.1164
H -4.86548 7.69526 -0.84292 0.1243
H -6.65056 8.45747 1.08720 0.1159
H -6.35797 9.48479 -0.31511 0.1165
H -8.66782 7.52411 0.02810 0.1304
H -8.69597 9.16483 -0.66313 0.1220
O 7.00365 -1.50596 -2.07472 0.0945
C 7.54865 -1.22719 -1.05019 -0.5042
O 7.19096 -1.71781 0.16137 -0.0087
C 7.96951 -1.09383 1.19677 -0.1547
C 9.23151 -0.59052 0.50808 -0.1588
C 8.70693 -0.25399 -0.88373 -0.0817
H 7.38329 -0.28561 1.63636 0.1333
H 8.17019 -1.83001 1.96433 0.0951
H 9.69728 0.24547 1.02794 0.1100
H 9.96577 -1.39618 0.44019 0.1121
H 8.31200 0.76158 -0.93884 0.1273
H 9.44433 -0.40521 -1.66711 0.1169
O 1.69751 -1.56531 -8.68296 0.0960
C 2.22366 -1.63674 -7.60709 -0.5016
O 2.01871 -2.66589 -6.76184 0.0236
C 2.70536 -2.42619 -5.50812 -0.1608
C 3.80737 -1.43513 -5.84269 -0.1534
C 3.16801 -0.63090 -6.97360 -0.0777
H 1.99274 -2.01999 -4.78908 0.1130
H 3.09283 -3.36534 -5.12635 0.1122
H 4.11609 -0.84283 -4.98441 0.1032
H 4.68362 -1.96626 -6.21819 0.1177
H 2.57780 0.20660 -6.59807 0.1283
H 3.88928 -0.27479 -7.70399 0.1180
O 7.38650 -1.81994 4.23061 0.1241
C 7.33991 -2.94702 4.61904 -0.4784
O 7.41284 -3.28176 5.93431 0.0207
C 7.42171 -4.71179 6.07881 -0.1640
C 6.79050 -5.25029 4.80055 -0.1533
C 7.21330 -4.20048 3.77462 -0.0712
H 8.45743 -5.03889 6.19991 0.1221
H 6.86315 -4.97589 6.97372 0.1205
H 7.10700 -6.26343 4.56047 0.1132
H 5.70445 -5.25076 4.89680 0.1195
H 8.18816 -4.42132 3.33643 0.1306
H 6.48060 -4.05530 2.98508 0.1350
```

Values from the calculation:
Multiplicity ... 1
Net charge ... -1

Record 2
Molecular formula: C33H59BeN2O2P2
Method: DFT, wB97M-V/def2-TZVPD

Structure (XYZ):
```
99
Properties=species:S:1:pos:R:3:lowdin_charge:R:1
C -0.51763 2.13880 1.21521 -0.3030
C -2.01215 1.49528 -0.49284 -0.3395
C -1.34622 3.21556 1.51046 -0.0679
C -2.64133 2.77260 -0.42786 -0.0304
C -2.38059 3.59387 0.65214 -0.0541
H -1.12414 3.73867 2.43674 0.1090
H -3.36744 3.05066 -1.18275 0.1139
H -2.96114 4.48402 0.88533 0.1166
N -0.84176 1.27993 0.23368 0.0143
P 2.23280 1.05447 1.49030 1.1540
P -1.84355 -1.28024 -0.81735 1.1663
C 0.70520 1.86219 2.12915 -0.1732
H 0.99869 2.86524 2.50223 0.1027
H 0.32890 1.27257 2.99349 0.0970
C 1.60807 -0.47733 0.59427 -0.3745
O 2.22644 -1.53157 0.56487 -0.0339
C -2.50782 0.35801 -1.20082 -0.3047
H -2.89384 0.54793 -2.22010 0.0651
C -1.37533 -2.45181 -2.40548 -0.6194
C -3.54104 -1.66016 -0.02959 -0.6630
C 3.12815 2.22584 0.33755 -0.6132
C 3.24014 0.55732 2.97315 -0.6325
C 0.14764 -2.69173 -2.48113 -0.1077
H 0.55457 -3.03050 -1.51911 0.0762
H 0.37063 -3.47229 -3.23436 0.0965
H 0.69670 -1.79414 -2.77709 0.0399
C -2.01658 -3.83138 -2.22199 -0.1085
H -1.68151 -4.28859 -1.28070 0.0785
H -3.11123 -3.80141 -2.25205 0.0643
H -1.69962 -4.50704 -3.03582 0.0945
C -1.83199 -1.79017 -3.70033 -0.0997
H -1.65846 -2.46594 -4.55900 0.1014
H -2.90174 -1.54635 -3.69426 0.0836
H -1.24541 -0.88085 -3.87977 0.0300
C -3.46618 -3.03132 0.63192 -0.0928
H -2.59971 -3.06746 1.31013 0.0588
H -4.38274 -3.17341 1.21868 0.0899
H -3.39591 -3.85001 -0.09257 0.0606
C -3.81798 -0.59895 1.05475 -0.0793
H -2.93534 -0.50925 1.70198 0.0587
H -4.06656 0.38610 0.63392 0.0791
H -4.65727 -0.92191 1.68850 0.0959
C -4.58338 -1.57172 -1.16009 -0.0850
H -4.52431 -0.60293 -1.68019 0.0652
H -4.48111 -2.37184 -1.90636 0.0654
H -5.59270 -1.65043 -0.72912 0.0954
C 4.53027 -0.09921 2.45877 -0.0690
H 5.07090 -0.50047 3.32627 0.1000
H 4.30939 -0.93215 1.78094 0.0839
H 5.19935 0.60986 1.95529 0.0693
C 2.43054 -0.47857 3.76740 -0.0721
H 1.61405 -0.01311 4.33378 0.0810
H 2.01852 -1.25504 3.11718 0.0640
H 3.10233 -0.96065 4.49130 0.1039
C 3.57694 1.72645 3.92221 -0.0691
H 2.68049 2.25754 4.26724 0.0852
H 4.07130 1.30405 4.80799 0.0992
H 4.27158 2.45401 3.49224 0.0617
C 2.10562 3.14557 -0.35305 -0.0757
H 1.58897 3.80434 0.35792 0.0915
H 2.63181 3.79080 -1.07168 0.0989
H 1.36049 2.57038 -0.91234 0.0499
C 3.84140 1.36855 -0.71949 -0.0694
H 3.12864 0.83984 -1.35830 0.0551
H 4.44253 2.03611 -1.34907 0.1003
H 4.53203 0.65052 -0.26285 0.0834
C 4.16434 3.11936 1.05208 -0.0747
H 3.72212 3.74478 1.83947 0.0894
H 5.00676 2.55208 1.46834 0.0714
H 4.59205 3.80450 0.30395 0.0998
Be 0.05623 -0.03184 -0.28754 0.0545
N 0.67170 0.40021 -2.00070 0.2532
C 0.97252 0.90442 -3.06132 0.0201
C 0.31300 1.62414 -4.23973 -0.5240
C -1.24095 1.64148 -4.33755 -0.0401
C 0.66981 3.09523 -3.91658 -0.0486
C 0.87282 0.92199 -5.49500 -0.0417
H -1.72536 0.67019 -4.47753 0.0575
H -1.73169 2.09282 -3.45743 0.0769
H -1.50335 2.24287 -5.22929 0.1107
H 1.69341 3.25107 -3.52904 0.0839
H 0.49172 3.82203 -4.72729 0.1034
H -0.01060 3.38626 -3.08966 0.0899
H 0.43229 1.24991 -6.45822 0.1006
H 1.96584 1.04541 -5.57486 0.0930
H 0.68485 -0.17066 -5.40703 0.0918
C -0.53887 -3.82457 3.55797 -0.1427
C -0.92988 -2.67014 4.50309 -0.1418
C -1.17182 -1.47878 3.57184 -0.1970
O -0.55789 -1.75970 2.29951 -0.2134
C -0.08638 -3.12943 2.27627 -0.1997
H 0.24162 -4.46282 3.97835 0.1145
H -1.41698 -4.44772 3.34989 0.1119
H -0.09999 -2.44401 5.18673 0.1086
H -1.81279 -2.90458 5.10656 0.1153
H -2.25165 -1.32089 3.42703 0.1041
H -0.74554 -0.54611 3.97271 0.1005
H 1.00943 -3.12547 2.19425 0.1023
H -0.47812 -3.61918 1.37127 0.1075
```

Values from the calculation:
Multiplicity ... 1
Net charge ... +1

Let's list HOMO in order: -4.6 -8.8 eV.
Let's list E_tot in order: -2875.9792 -2250.0221 Eh.